The following is a DFT calculation (the ωB97M-V functional and the def2-TZVPD basis) of a cluster of 4 separate species, C12H24O4 in total in a non-equilibrium geometry.

frontier orbital gap: 10.14 eV
HOMO level: -9.548 eV
charge: 0
strongest force on any atom: 3.5 eV/Å

Element x y z (Å)
C -6.806 5.937 0.899
C -7.876 6.742 0.090
C -8.394 6.148 -1.245
O -8.295 7.771 0.564
H -6.713 6.268 1.933
H -5.822 5.938 0.430
H -7.178 4.921 1.030
H -9.269 6.707 -1.577
H -8.681 5.105 -1.109
H -7.588 6.169 -1.979
C 1.007 1.653 3.290
C -0.453 1.362 3.605
C -0.805 -0.133 3.789
O -1.224 2.273 3.729
H 1.032 2.635 2.817
H 1.534 0.846 2.781
H 1.517 1.900 4.221
H -1.855 -0.214 3.509
H -0.698 -0.574 4.780
H -0.201 -0.705 3.084
C 5.510 1.092 -2.337
C 6.422 -0.062 -1.933
C 7.876 -0.134 -2.449
O 5.950 -0.933 -1.202
H 5.302 1.050 -3.406
H 6.037 2.039 -2.221
H 4.542 1.081 -1.836
H 8.428 0.746 -2.118
H 7.886 -0.243 -3.533
H 8.432 -1.010 -2.113
C 0.870 -7.900 0.038
C 0.767 -7.922 -1.487
C 1.299 -6.700 -2.173
O 0.467 -8.977 -2.094
H 0.207 -8.705 0.356
H 0.459 -6.984 0.462
H 1.909 -8.041 0.337
H 0.584 -5.882 -2.092
H 1.644 -6.966 -3.172
H 2.178 -6.298 -1.669


The following is a DFT calculation (the ωB97M-V functional and the def2-TZVPD basis) of a structure of composition C35H33N4NiO3P2 in a non-equilibrium geometry.

frontier orbital gap (spin up / spin down): 6.00 / 7.93 eV
HOMO level (spin up / spin down): -8.513 / -10.445 eV
2S+1: 3
charge: +1
strongest force on any atom: 1.7 eV/Å

Element x y z (Å)
Ni 1.094 -0.106 0.499
O 2.706 0.062 -0.781
C 2.576 1.037 -0.058
C 2.831 2.397 0.130
C 3.996 3.060 -0.331
C 4.200 4.370 0.035
C 3.275 5.059 0.827
C 2.118 4.423 1.263
C 1.896 3.101 0.930
P 0.447 2.021 1.107
C -0.571 2.634 -0.272
C -1.204 3.871 -0.164
C -1.880 4.399 -1.251
C -1.921 3.701 -2.450
C -1.296 2.469 -2.560
C -0.622 1.934 -1.473
C -0.397 2.514 2.630
C 0.353 3.002 3.701
C -0.269 3.320 4.901
C -1.640 3.148 5.034
C -2.391 2.667 3.969
C -1.777 2.349 2.768
H 4.710 2.531 -0.948
H 5.094 4.878 -0.304
H 3.457 6.094 1.082
H 1.392 4.964 1.858
H -1.165 4.412 0.774
H -2.375 5.357 -1.161
H -2.439 4.122 -3.301
H -1.338 1.924 -3.495
H -0.130 0.972 -1.559
H 1.422 3.136 3.581
H 0.312 3.710 5.726
H -2.128 3.404 5.966
H -3.461 2.539 4.073
H -2.356 1.963 1.939
O -3.061 -0.460 0.386
C -1.853 -0.603 0.346
O -0.991 0.031 1.068
C -1.230 -1.640 -0.564
C -2.031 -2.455 -1.376
C -1.440 -3.436 -2.120
C -0.045 -3.627 -2.032
C 0.638 -4.643 -2.737
C 1.988 -4.798 -2.602
C 2.719 -3.944 -1.751
C 2.091 -2.943 -1.064
C 0.695 -2.756 -1.190
N 0.083 -1.759 -0.487
H -3.098 -2.283 -1.385
H -2.027 -4.075 -2.768
H 0.067 -5.299 -3.384
H 2.505 -5.573 -3.152
H 3.786 -4.086 -1.648
H 2.640 -2.266 -0.426
C 0.070 -1.118 5.370
N -0.341 -2.287 4.468
C 0.537 -3.486 4.806
N 1.910 -3.151 4.677
C 2.245 -2.037 5.558
N 1.458 -0.850 5.246
C 1.814 -0.266 3.952
P 1.518 -1.412 2.514
C -0.210 -1.911 3.029
C 2.331 -2.914 3.294
H -0.175 -1.409 6.393
H -0.521 -0.250 5.075
H -1.318 -2.517 4.655
H 0.262 -4.294 4.128
H 0.308 -3.778 5.831
H 3.304 -1.807 5.453
H 2.053 -2.330 6.592
H 2.867 0.023 3.967
H 1.226 0.637 3.792
H -0.525 -2.757 2.413
H -0.864 -1.066 2.816
H 3.415 -2.788 3.279
H 2.100 -3.794 2.689


The following is a DFT calculation (the ωB97M-V functional and the def2-TZVPD basis) of the ion C3H6N3S with charge +1 in a non-equilibrium geometry.

frontier orbital gap: 8.39 eV
HOMO level: -12.894 eV
charge: +1
strongest force on any atom: 5.3 eV/Å

Element x y z (Å)
S 3.655 -0.083 0.122
C 2.037 0.021 -0.154
N 1.271 -1.139 -0.327
C -0.128 -0.767 -0.350
C -0.797 0.061 0.687
N -0.223 0.646 -0.535
N 1.261 1.180 -0.096
H 1.636 -2.034 -0.231
H -0.754 -1.433 -0.919
H -1.804 -0.062 0.683
H -0.153 0.414 1.568
H -0.803 1.064 -1.257
H 1.652 2.041 -0.551


Values for ΔE to the lowest compared entry with this formula, charge and spin, kJ/mol, ordered as above
95.5, 30.4, 307.5